82
Properties=species:S:1:pos:R:3:forces:R:3 method="wB97M-V/def2-TZVPD" charge=-1 orbital_gap_ev=4.3 homo_energy_ev=-3.4
Br -1.1224 -6.9145 -1.4254 0.4 0.5 -1.3
Br 1.5505 -6.7565 -5.4273 -0.8 -0.6 1.6
S -6.7003 -1.4830 -2.7957 2.3 0.0 2.9
S -4.6220 0.3479 -1.3540 -0.1 -1.8 -0.2
P 0.2741 -1.9261 -1.8670 -0.4 2.1 -0.2
P 1.6769 -2.8628 -0.4524 2.1 -2.1 0.7
F -0.3030 -8.5116 -4.2068 2.6 3.1 1.3
F -1.8483 2.0441 -3.0170 0.0 0.3 -0.2
F 1.4818 -2.1567 -3.1300 -0.4 -0.1 0.4
F 1.5144 -7.8664 -2.7707 -2.8 1.6 -3.2
F 0.7153 0.4586 0.7386 0.0 0.1 0.2
F 4.3424 3.6372 6.2389 0.2 -0.1 0.1
F -1.5910 -5.8922 -4.0472 2.9 -1.3 1.9
N -4.8267 -3.7380 1.5946 -0.2 3.2 -6.3
N -5.1205 -2.4043 -0.5787 1.2 -2.9 2.3
C -1.3779 3.1802 -3.5485 0.3 0.8 -0.4
C -5.5383 -1.3161 -1.5619 0.4 0.1 -0.4
C -2.1587 3.8846 -4.4584 -0.1 0.0 0.0
C 1.6040 2.4558 3.6327 0.3 -0.4 -0.2
C 0.5644 -7.3480 -3.7911 -1.2 -2.1 0.8
C -0.4217 -6.1725 -3.1443 0.2 1.6 -1.1
C 2.6141 0.3267 2.1310 0.1 -0.1 0.0
C 3.3320 0.8094 3.2249 -0.4 0.3 -0.1
C 0.8917 1.9800 2.5318 0.0 0.0 0.0
C 2.2968 6.9585 7.5475 0.0 0.0 -0.1
C -0.5886 -3.6063 -2.2322 -0.8 -2.2 -0.6
C 3.3727 -1.9343 -0.4486 0.7 0.8 0.2
C -2.7518 -0.0454 -1.3380 0.8 -1.6 0.5
C 0.3752 4.8164 -3.7394 -0.4 -0.1 -0.2
C 2.6277 6.8328 6.1961 0.1 -0.3 0.4
C 0.9468 -2.9888 1.3072 0.2 0.3 1.0
C 3.6762 4.7186 6.6648 -0.6 0.9 0.3
C 0.3747 -4.7138 -2.9742 -1.2 -0.8 -0.4
C 1.4022 0.9185 1.7928 0.3 0.2 0.6
C 2.6572 5.9612 8.4549 0.1 0.0 -0.4
C 3.3455 4.8326 8.0106 0.0 -0.1 0.0
C -0.4030 5.5332 -4.6497 -0.1 0.0 0.0
C -1.6715 5.0703 -5.0081 0.4 -0.2 0.3
C -2.4003 -0.8547 -2.7180 -0.4 1.4 -0.8
C -5.4459 -2.5027 0.9144 2.2 -2.8 -1.0
C 2.8255 1.8711 3.9759 0.0 0.1 0.1
C -4.0422 -4.4448 0.5011 -2.5 4.6 -2.5
C 3.3259 5.7092 5.7540 0.0 0.0 -0.1
C -0.1169 3.6368 -3.1815 0.0 -0.1 0.1
C -0.8120 -0.9530 -3.0941 -0.9 -0.2 -1.9
C -4.2476 -3.6012 -0.8937 -0.3 -1.1 3.8
H 1.5337 -2.3081 2.0874 -1.4 -1.4 -1.5
H 1.3638 5.1765 -3.4651 -0.2 -0.1 0.0
H -0.6264 -1.7537 -0.7570 -0.2 0.1 0.0
H 4.0004 -2.2644 0.4918 -1.2 0.5 -1.8
H 0.9280 -0.6515 -1.5356 0.0 -0.1 -0.2
H 4.0097 -2.2033 -1.4132 -1.6 0.5 2.0
H 1.7561 7.8372 7.8927 0.1 -0.2 -0.1
H -3.3870 -5.4324 0.6376 -1.8 2.6 -0.3
H -1.0018 -3.9889 -1.1959 1.0 0.5 -2.0
H 3.3830 2.2455 4.8319 -0.2 -0.1 -0.3
H -0.0216 6.4557 -5.0822 -0.1 -0.2 0.1
H 2.3424 7.6092 5.4905 0.1 -0.2 0.1
H 4.2850 0.3586 3.4915 -0.2 0.0 -0.1
H -0.1811 -2.6775 1.2440 2.1 -0.6 0.3
H 3.5988 5.5982 4.7096 0.0 -0.1 0.1
H -2.1421 0.9567 -1.2116 -1.7 -2.1 -0.3
H -0.7483 -1.5343 -4.1343 -0.3 1.3 2.0
H 1.3685 -4.9620 -2.4103 -1.8 0.8 -1.0
H 2.9887 -0.5036 1.5416 -0.1 0.2 0.1
H 1.0519 -4.1162 1.6410 -0.4 2.4 -0.6
H 0.4710 3.0718 -2.4656 -0.1 0.0 -0.1
H 3.6257 4.0436 8.7007 0.0 0.1 -0.1
H -2.9742 -1.8756 -2.6770 1.4 1.8 0.0
H 2.4022 6.0632 9.5070 0.0 -0.1 -0.2
H -2.5384 -0.7342 -0.4022 -0.4 1.5 -1.9
H -6.1250 -1.6547 1.3920 1.8 -2.3 -1.0
H -2.9128 -0.2364 -3.6022 0.9 -1.3 1.9
H 0.5353 -4.3326 -4.0876 -0.1 -0.9 2.5
H -0.3054 0.0990 -3.2950 -1.3 -2.0 0.6
H 1.2097 3.2802 4.2216 0.0 -0.1 -0.1
H 3.2497 -0.7673 -0.4032 0.3 -2.0 -0.3
H -3.1381 3.5053 -4.7312 0.1 0.0 0.1
H -1.5469 -3.4983 -2.9352 2.1 -0.1 1.4
H -2.2774 5.6324 -5.7145 0.1 -0.1 0.1
H -0.0546 2.4270 2.2453 0.1 -0.1 0.0
H -3.8003 -3.8549 -1.9654 -1.3 0.9 2.7

79
Properties=species:S:1:pos:R:3:forces:R:3 method="wB97M-V/def2-TZVPD" charge=0 de_lowest_kcal_mol=602.99 orbital_gap_ev=6.1 homo_energy_ev=-7.1
Br -2.0424 4.7474 -1.6960 -0.7 -0.3 -1.6
Br -0.5982 3.5162 -4.2586 -2.6 1.5 0.1
Br -3.5159 2.1502 -3.3918 1.9 8.1 -7.4
O 3.6354 -2.7251 6.3491 -0.1 0.1 0.3
O 3.8692 -0.9810 5.1157 0.1 -1.7 1.8
N 3.7843 1.3982 2.6982 -1.0 1.2 -1.5
N -1.1949 0.5543 -0.3725 7.2 -2.1 -1.4
N -2.8627 -2.1830 1.1273 -0.5 -2.6 1.7
N -3.9101 0.0074 -0.4978 -0.9 -1.7 -1.9
N 1.0657 4.1672 -2.0529 0.1 0.2 1.4
N -0.0768 -0.0867 -2.8194 -2.2 -1.0 -4.5
N 3.4505 -2.1231 5.3213 0.5 -1.3 -0.2
C -4.1284 -2.5203 0.7184 -0.4 -0.4 0.8
C 0.5793 3.4115 -0.9546 3.8 3.6 -0.4
C 1.7112 -4.9320 3.3261 0.9 0.6 1.1
C 0.0588 1.0092 -4.7263 2.2 -0.1 0.7
C -1.8077 2.9592 -2.7778 0.2 1.8 -2.2
C -3.5698 0.3756 0.7062 -0.2 1.8 2.6
C -1.0293 0.1361 -4.8369 0.4 1.1 -0.3
C -1.1184 -0.3988 -3.5920 -1.4 -2.6 -0.3
C 2.4460 4.2077 -2.0421 -0.7 -0.3 0.0
C 1.7201 2.9995 -0.2698 -1.9 2.8 -1.7
C 2.7367 -2.8598 4.2311 -0.4 -1.3 0.2
C 2.3845 -4.2381 4.3234 1.5 0.7 0.9
C -3.5210 0.8833 -1.4171 -1.7 -1.7 1.6
C -3.9916 -3.2751 -0.3946 -1.3 -0.1 -1.3
C 2.3514 1.0370 1.0337 2.5 -1.3 0.3
C -1.0382 -0.6855 0.1200 0.3 2.9 0.2
C 0.2804 -0.9779 -0.0636 -0.3 -2.6 0.1
C 3.2199 1.9647 1.5281 1.8 -1.5 2.5
C -1.9660 -2.7290 0.2916 -0.3 -4.7 -2.8
C 1.5851 -2.7662 2.1642 1.1 -3.6 1.4
C 2.8793 3.4596 -0.9869 -0.8 0.1 1.0
C 2.3882 -0.1261 1.7947 0.6 2.7 0.9
C 1.2950 -4.1998 2.2525 -0.8 3.5 -0.9
C 0.6348 0.8883 -3.4278 0.0 -0.8 -2.7
C 0.8568 0.0109 -0.8122 5.2 -0.6 3.6
C 3.2065 0.1795 2.9686 0.1 3.4 -3.8
C -2.9043 1.9033 -0.7594 -5.7 4.9 -0.8
C -0.0146 0.9806 -0.9731 -3.7 1.9 3.8
C 2.4456 -2.1525 3.1102 -1.9 -2.5 -1.1
C -2.6348 -3.3697 -0.7767 1.1 0.4 2.5
C -2.9352 1.6121 0.5821 -5.1 0.4 4.8
H -4.4504 -0.8217 -0.6999 0.4 -0.1 -0.1
H -3.7494 0.8810 -2.4727 -0.2 -4.1 3.3
H 0.7617 -1.8930 0.2484 -0.7 0.5 -1.7
H -0.4711 3.2873 -0.7363 0.8 0.8 0.3
H 0.1155 2.0117 -1.2666 -0.3 -2.5 -0.8
H 3.8907 3.3746 -0.6180 0.0 0.0 -0.6
H -1.9031 -1.0638 -3.2628 0.2 -0.3 0.3
H 3.4901 -0.3745 3.8512 -0.1 1.2 -0.8
H -1.6763 0.0150 -5.6932 -0.1 0.0 0.2
H -2.0018 1.1599 -0.3250 3.5 -2.3 0.2
H -0.8939 -2.6979 0.4176 -0.7 -0.4 0.4
H 1.4910 1.3509 -2.9595 0.0 0.1 -0.2
H 1.5872 -5.9990 3.4381 -0.2 0.0 -0.1
H -1.3483 2.2125 -2.1303 0.2 0.4 -0.8
H -2.4642 -1.7141 1.9282 -1.0 -0.2 0.4
H 4.5074 1.8524 3.2376 -0.3 -0.2 0.1
H 0.4534 4.6322 -2.7078 0.6 0.1 0.3
H 1.3013 -2.2098 1.2831 0.2 -1.4 1.4
H 0.1125 -0.4561 -1.8986 -0.8 -1.3 -1.8
H -3.8266 -0.3082 1.5017 0.1 1.1 0.3
H 3.5375 2.8654 1.0238 0.2 -0.1 1.1
H 3.0799 4.7160 -2.7535 -0.5 0.1 -0.2
H -1.9259 -1.1331 0.5422 2.4 2.8 -0.9
H -2.5861 2.8850 -1.0778 -0.8 -1.2 0.9
H -2.1454 -3.9368 -1.5547 -0.2 0.2 0.0
H -4.8728 -3.6215 -0.9140 0.1 -0.2 -0.2
H 2.8437 -4.7883 5.1314 -0.3 0.0 0.4
H 1.8766 -1.0130 1.4514 0.7 1.7 0.6
H 1.9572 1.2789 0.0578 0.8 -2.7 1.3
H 1.6511 2.3004 0.5505 -1.2 3.6 -0.5
H 2.8544 -1.1916 2.8344 -0.3 -3.3 0.9
H -5.0495 -2.2208 1.1963 0.3 0.1 0.2
H 1.9116 -0.0281 -1.0408 -0.3 0.0 -0.6
H -2.7759 2.2261 1.4561 0.8 0.1 -0.4
H 0.6272 -4.5997 1.5039 0.2 -0.3 -0.2
H 0.3655 1.7921 -5.4041 0.2 -1.1 -0.4